# 1
The following is a DFT calculation (the ωB97M-V functional and the def2-TZVPD basis) of 27 unconnected molecules or ions with the total composition C30H114O42 in a non-equilibrium geometry.

Lowest unoccupied orbital energy (eV): 0.294
HOMO-LUMO gap (eV): 9.870
Largest force on an atom (hartree/bohr): 0.07141
HOMO level (hartree): -0.3519

Geometry (Å):
O 0.4855 -0.9075 -6.4720
O -2.9830 -1.7901 3.1905
C -0.1054 2.2648 6.0210
H 3.7191 -4.0303 0.0118
O 0.8929 1.1350 -4.2376
O 0.4980 -1.1964 -1.6965
H 3.7033 3.8335 -3.6485
H -1.4395 -0.0371 0.3277
H -0.2928 2.2001 7.1105
H 0.0331 4.8640 -0.2081
C -0.0324 -3.6987 1.5703
H -0.8534 -3.4055 0.8888
H -1.9696 -5.1149 2.3289
H -3.1619 -0.1318 -4.3845
H -2.6898 5.8709 -3.7196
H 1.7566 4.2048 -3.3914
H -1.2948 -2.5555 4.7899
H 2.1388 3.4273 0.8168
H -5.3170 1.6135 -2.7305
H -2.1132 0.7533 -6.5331
H 1.0351 -4.1265 -0.2883
H 0.5729 4.3658 6.2954
O 4.6236 -2.5403 1.9648
H -4.5098 3.4918 1.4341
H -0.7532 3.6401 1.8762
H -0.6586 -5.7256 -4.4352
H 1.2423 -0.4899 -6.0190
O 4.5194 0.8431 -2.8317
O -1.9444 1.0705 -3.2054
C 4.5227 1.4532 -1.5772
C 4.6737 -2.3891 -0.4043
O -0.3902 -5.1591 -2.4654
H 0.8131 -2.0808 -1.8232
H -3.0876 2.4651 -2.8396
H 4.1406 1.4966 -3.5302
O 3.8903 -0.4727 3.7208
H -0.1305 -0.0786 2.4625
H 3.5858 1.9765 -1.3085
H 2.0351 1.6645 -2.6300
H -3.6852 -1.2449 3.6466
H -0.6146 -2.8270 -3.4641
H 3.9661 1.4849 1.7953
H 5.8166 -1.1845 0.9439
H 3.0724 -3.9158 -2.2114
H -3.1309 2.0285 -5.6305
C -0.6039 -3.6052 -4.2464
C 2.5350 -0.1104 3.4594
O 0.4295 1.0980 5.5875
H 0.6980 -5.4724 0.8001
H -3.7825 4.5109 -2.1370
O -0.3545 -0.2125 3.3928
H -1.2239 3.5333 -3.9287
H 6.3675 -2.8769 0.8488
O 3.0339 1.4612 1.6281
H 6.3712 3.2807 -3.0003
H 0.6147 7.0880 0.5201
H -4.6080 3.1274 -0.3220
C -2.8721 -2.0938 -0.8316
H -0.0024 7.1986 -1.2578
H 1.0944 -1.8750 6.1056
H -0.6216 -0.0964 6.5897
C 0.8510 3.4040 5.8218
H 5.1643 -2.0405 -1.2917
C 5.4689 -2.2033 0.8791
H 5.7983 2.7189 -0.3399
O -2.7122 -5.7135 2.0321
O -5.9235 0.8521 -2.5717
H -2.0862 -2.2274 -1.5396
C -0.4068 -3.3307 6.4001
H 2.9405 4.7176 1.4961
C 0.3005 0.6288 -0.1719
H 2.1985 -0.3672 -0.9546
O 3.4898 4.6294 3.2777
H -4.3773 -4.4200 1.6505
H -4.8548 4.5775 -3.4814
H -1.3131 -3.2922 -5.0323
H 4.5831 4.6839 -1.9308
H 0.8966 1.4486 0.2721
O 3.5909 4.8550 -1.9193
O -4.6303 -3.6205 2.1677
H -2.7595 4.7560 -4.9935
O 4.3603 -3.7542 -0.7496
H -1.2976 -3.5344 7.0008
H -2.9260 1.6058 0.1997
H 2.0553 -0.2159 4.4015
O 3.1542 -3.5070 3.9697
H 3.3487 -0.4399 -3.9567
H -1.9248 -7.8291 -0.4910
H 3.0431 -4.2434 4.6109
H -0.5307 -4.0274 3.5216
C 1.9154 3.2958 -3.9920
H 1.4416 3.5045 -4.9495
H -0.6688 2.0889 1.7608
H -1.0218 -6.7840 1.5559
C -2.6032 -7.0728 0.0019
H 0.4436 -0.5681 -7.3790
H 3.3016 4.6750 -0.9479
C -2.0967 -6.8928 1.5074
C -0.2637 7.0116 -0.1648
H 3.8923 -1.0123 4.4962
H 0.2579 -2.6834 1.9154
C -0.8161 5.6134 -0.0227
H 0.9301 -2.7963 -5.3025
C -4.4473 2.6886 0.7159
H -1.2847 -0.3641 3.5071
O -0.9564 2.1555 -5.5739
H 0.3828 2.4143 -2.7257
O -0.6438 0.3178 0.7752
O -3.9447 2.7739 -3.1362
H -2.4314 -7.8230 2.0802
H 0.2631 -4.2428 6.5272
H -4.1787 -2.0632 -2.4264
H -1.4741 -0.3817 -4.7390
H -5.6299 0.5716 -0.4615
C 1.1684 -0.5584 -0.6546
H 0.1275 0.8547 4.7293
C 0.9911 -4.4464 0.7796
C -2.1837 0.3833 -4.4309
H -6.4575 1.9736 1.2806
O 1.1015 3.6045 4.4155
H -1.0624 2.5170 5.5761
C -2.7224 4.8019 -3.8727
C 5.7007 2.3337 -1.3609
O -2.3536 -5.8770 -0.6844
H -2.4943 -2.6341 0.0521
H -1.0565 8.3701 1.0703
H -1.1472 0.7689 -2.7432
O 2.3044 -4.2287 1.1242
C 0.2304 -1.9498 6.7489
O -1.2785 7.9112 0.2656
H 2.6834 4.2597 3.6742
O -3.0868 2.2748 0.9035
H -0.2454 1.5033 -5.3574
H -1.4654 6.2844 1.6985
O 5.7793 3.4898 -2.2386
H -1.0619 -5.5102 -1.8500
H -3.6469 -7.3579 0.0245
C 1.3202 2.0686 -3.3285
H -3.8029 -0.4748 0.0296
C 2.5243 1.3464 2.9137
H 2.9742 2.0771 3.5643
O -1.3189 5.4079 1.2875
H 1.4409 1.6076 2.7875
H 0.3986 3.3100 3.8303
H 4.8161 0.6823 -0.8738
O 2.6009 4.2958 0.6541
O -0.7567 -3.3140 5.0188
H -5.7177 -1.7710 -0.7305
C -3.8973 4.2243 -3.1678
H -5.0963 1.4008 2.2648
H 4.0622 4.5118 4.0359
H -2.3001 -5.1122 -0.0781
H 4.0487 -3.5372 3.5461
H 1.8561 -3.6206 -3.1199
O -5.2634 0.4729 0.4371
H 2.0963 -0.8270 2.7845
H 1.8394 3.0570 6.2169
H 0.6109 -1.9479 7.7880
O -1.5393 4.2459 -3.2714
O 0.7149 -3.6143 -4.8245
H 2.7101 -1.8221 -3.4676
H 4.4667 -1.7169 2.4470
H -2.0279 -5.1066 -3.5758
H 3.6979 -1.8271 -0.3678
H 6.5404 1.6689 -1.5516
C -0.9807 -4.9791 -3.6981
C -5.4207 1.6709 1.2028
H -0.1675 0.9952 -1.1149
H -3.5624 -2.5607 2.9268
O -2.9829 -0.6697 -0.4819
H 1.0169 0.2401 -3.8184
O -0.2652 2.8774 2.1594
O -0.8911 -1.0285 6.6441
O 2.4038 -3.2292 -2.4266
O -5.3365 -2.6078 -0.8339
C -4.1148 -2.6672 -1.5343
C -2.1890 1.4349 -5.6034
O -0.6130 -4.4727 2.6232
H -1.6645 5.4653 -0.6907
H 2.3934 -3.9536 2.0613
H -3.9672 -3.6958 -1.8365
H 1.3170 -1.2729 0.1621
H -5.0928 -3.1160 1.5313
H -6.1541 0.5463 -3.4268
O 3.3109 3.1207 -4.1360
O 2.6147 -1.0896 -4.1263

# 2
The following is a DFT calculation (the ωB97M-V functional and the def2-TZVPD basis) of a molecular structure, C30H15Br4Cl3F12NO4SSiTaTe in a non-equilibrium geometry.

Lowest unoccupied orbital energy (eV): 3.637
HOMO-LUMO gap (eV): 5.520
Largest force on an atom (hartree/bohr): 0.02037
Total charge: -2
Relative energy (zero: lowest compared OMol25 entry of this formula, charge and spin) (kJ/mol): 94.8
HOMO level (hartree): -0.0692

Geometry (Å):
C 0.5338 -0.3384 -4.7073
C -0.1155 2.4379 0.3312
Cl -0.1552 -3.8598 -3.5282
F 0.8790 2.7099 -1.8116
F -1.3402 4.3322 1.1812
C -0.6194 -2.1463 1.7602
Si -1.5644 -2.5523 -2.6967
F -2.7154 -3.2406 1.4763
F -1.3834 -4.1222 2.9344
H 4.4603 -5.1510 2.5691
C -5.7300 1.3735 -2.2509
Br -5.9161 2.9944 -4.6021
C 0.8806 -2.3499 1.9960
F -2.5105 2.6232 0.5585
C 3.6323 -2.6954 2.1082
H -0.2560 0.3048 -4.3486
C -3.6554 1.7004 -3.4514
H 3.4700 5.6693 2.3157
F -1.8736 -0.1402 2.2305
C 1.1006 2.3989 1.2646
C 2.5704 1.3323 2.8441
O -1.7158 0.6392 -2.5043
C 1.6158 1.1677 1.8026
O -0.7755 -1.6334 0.4853
C 1.7894 -1.4779 -6.2899
C 3.1093 -1.4510 1.8216
C 3.3752 -5.1455 2.6887
C -5.0711 0.5730 -1.3075
C -1.4299 -3.4666 1.7540
C -5.0314 1.9255 -3.3160
Cl -2.9275 -3.9173 -1.8085
H 3.1582 -5.4459 3.7184
H 3.7768 -0.6328 1.5847
Br -5.9389 -0.2274 0.1578
C 0.0724 3.3235 -0.9477
F -1.1122 3.5153 -1.5582
C -3.7147 0.3457 -1.4392
F -1.3688 2.5382 2.3797
O -2.9770 -0.4126 -0.6449
C 2.8110 -3.7875 2.3642
Te 1.6860 -0.7674 -1.8018
F -0.9619 -4.3039 0.8246
H 2.9234 0.4427 3.3469
C -3.0049 0.9354 -2.5046
C 3.0296 2.5584 3.2676
C 1.5828 3.6180 1.7307
H 2.2554 5.6974 3.5884
Cl -2.7005 -1.9365 -4.3787
F -2.2108 -1.7841 3.5704
F -0.3827 -0.6894 3.7024
C 3.0546 5.0937 3.1476
S 2.5822 -1.8364 -4.8110
C 0.7099 -0.6777 -6.0780
H 0.0495 -0.3402 -6.8652
O -0.4672 1.2087 -0.1584
H 4.7109 -2.8267 2.1166
H 3.8401 4.9914 3.8993
Br -2.6180 2.3889 -4.8603
Br -7.5854 1.6900 -2.0534
Ta -0.9572 -0.4285 -0.9703
C 2.5627 3.7415 2.7047
C 1.7183 -1.2147 1.7742
C -1.2663 -1.1636 2.8202
C 1.4735 -0.8982 -3.8898
H 0.8019 -4.4470 2.4407
H 3.7588 2.5977 4.0730
H 2.9667 -5.9191 2.0339
N 1.1351 -0.0371 1.4276
C 1.4379 -3.5880 2.2813
H 2.1478 -1.8776 -7.2255
H 1.1537 4.5322 1.3452
C -1.3528 2.9799 1.1224
F 0.5898 4.5490 -0.7350

# 3
The following is a DFT calculation (the ωB97M-V functional and the def2-TZVPD basis) of a molecular structure, C30H15ClN4O4S7W.

Lowest unoccupied orbital energy (eV): -1.865
HOMO-LUMO gap (eV): 6.041
Largest force on an atom (hartree/bohr): 0.01911
Relative energy (zero: lowest compared OMol25 entry of this formula, charge and spin) (kJ/mol): 16.3
HOMO level (hartree): -0.2905

Geometry (Å):
C -2.8340 0.1358 -3.0052
O -0.4547 5.3206 7.5919
H 2.9499 -5.4452 1.7054
C 2.5102 -2.7963 -2.4712
S -2.1304 2.2144 1.7183
C 3.5196 -0.7089 -6.0066
C -0.0067 -3.8071 1.4345
H 3.1514 -3.6534 -2.2757
C -5.0135 -0.0927 -4.4300
C 1.4937 -3.2570 -0.4176
H -3.9407 3.5373 3.3466
S -1.4877 -2.2223 -3.0801
H -2.4281 -1.2594 -0.0748
Cl 5.5011 -2.4498 -6.6242
C 2.4486 -4.0730 0.1220
N -0.0294 5.0381 1.3171
C -1.2665 -3.6074 2.0482
S -4.2032 1.1287 -3.4220
O -6.0625 0.0828 -4.9775
C -0.4949 4.0060 5.0003
H 4.3826 -3.4394 -4.2021
N 2.5830 3.5123 -1.8100
S -1.5907 0.7252 -1.8936
H 0.4958 4.1472 5.4178
C 0.6264 1.6769 0.3507
C 1.8309 3.2741 -0.9740
H 3.8140 -0.1804 -6.9027
H 1.9369 0.6559 -5.4998
N -0.5966 -2.1549 -0.2270
H -1.5153 -4.1631 2.9438
O -2.5196 6.0172 7.2453
C -2.7794 -1.1045 -3.5058
W 0.0280 -0.8796 -1.8613
H -3.1178 -2.5411 1.9398
S -0.5281 0.9906 1.4938
C 0.2747 -3.0781 0.2737
C 2.7931 -2.0777 -3.6965
C 4.1994 -1.8690 -5.6366
H 0.7712 -5.2497 2.8399
C -1.6223 4.5717 5.5893
C 2.4785 -0.2408 -5.2336
C -1.8379 3.1087 3.2342
C 0.9794 -4.6880 1.9386
H 0.1731 4.7030 7.2006
C -2.8593 4.4078 4.9759
C 0.3413 4.1103 0.7488
S 1.5211 0.3623 -0.3536
N 1.5959 -2.4950 -1.6219
C 2.1820 -4.7984 1.3042
C -1.7659 -1.9937 0.3616
H -3.7269 4.8622 5.4340
C 3.8465 -2.5455 -4.4939
S -4.0904 -1.6146 -4.5283
C -2.1447 -2.7193 1.5064
O 1.0749 -0.4528 -3.3709
C -0.5963 3.2812 3.8258
H 3.4224 -4.1679 -0.3380
H 0.2897 2.8640 3.3701
C -1.5911 5.3677 6.8588
C -2.9714 3.6723 3.8111
C 0.8879 2.9763 0.0668
C 2.1029 -0.9251 -4.0804

# 4
The following is a DFT calculation (the ωB97M-V functional and the def2-TZVPD basis) of a molecular structure, C30H18BrIrN4O8 in a non-equilibrium geometry.

Lowest unoccupied orbital energy (alpha / beta) (eV): -7.048 / -5.820
HOMO-LUMO gap (alpha / beta) (eV): 2.784 / 5.005
Largest force on an atom (hartree/bohr): 0.04886
Total charge: +1
2S+1: 2
Relative energy (zero: lowest compared OMol25 entry of this formula, charge and spin) (kJ/mol): 520.5
HOMO level (alpha / beta) (hartree): -0.3613 / -0.3978

Geometry (Å):
H 2.6629 -1.0097 -0.3764
C 2.9526 -0.5152 -1.2919
C 0.0547 -2.0785 2.3554
C -2.4166 -0.9781 -1.5795
H -2.1241 5.3929 1.3088
N -1.0744 2.2633 1.8883
C -1.4475 4.6053 1.6079
C -2.6430 -2.1987 -2.2421
C 0.9215 1.3716 2.8063
H -3.4901 -3.1594 -3.9548
C 0.1556 2.5480 2.3792
C 3.6913 0.7757 -3.6370
C 4.5257 -0.1908 -3.0905
C 4.1440 -0.8245 -1.9196
H 2.6509 2.3155 3.7236
Ir -1.3071 0.3445 0.8724
C -0.1632 4.8817 2.0338
H -3.7353 1.0891 -3.9759
C 0.7896 0.7538 -1.2321
Br 5.2665 -2.1450 -1.1587
C 0.6420 3.8356 2.4501
C 0.4855 -3.3877 2.4193
H 1.8242 1.8339 -3.4498
C -2.0026 -2.7166 1.5551
O -4.7527 -0.0167 -5.8291
C 2.4871 1.0910 -3.0276
N -4.4238 -1.0750 -5.3342
H 3.9857 1.2783 -4.5490
H -0.0581 -5.4271 2.0409
O 0.6635 0.3046 -0.0081
C 2.1493 1.4011 3.4503
C 2.1045 -1.0233 3.4154
N 0.3184 0.2360 2.5073
H -2.8609 3.0413 1.2252
O -2.4073 1.5782 -0.3403
O 4.6182 1.2851 4.5980
H -2.3680 -4.8062 1.3087
C -2.8097 0.2055 -2.2204
O -4.6559 -2.1724 -5.7972
C -0.3766 -4.3935 2.0162
H -2.3110 -3.1103 -1.7637
C -3.6798 -1.0268 -4.0650
C -1.8660 3.2901 1.5488
O -0.0723 1.3700 -1.8433
H 1.4796 -3.6266 2.7685
C -1.6504 -4.0535 1.6034
H 2.5729 -1.9635 3.6578
H -2.8850 2.3429 -2.1216
H 0.2065 5.8979 2.0581
O -1.8665 -1.0276 -0.3936
H -2.9897 -2.4164 1.2412
C 4.2843 0.1358 4.4536
C -3.4299 0.1754 -3.4823
C 2.1165 0.4436 -1.8567
C -3.2823 -2.2243 -3.4537
O 4.5600 -1.0286 4.6009
C -2.6803 1.4333 -1.5509
H 5.4591 -0.4524 -3.5699
C 2.7057 0.1737 3.7273
C 0.8722 -0.9342 2.7814
H 1.6394 4.0250 2.8192
N -1.1597 -1.7369 1.8928

# 5
The following is a DFT calculation (the ωB97M-V functional and the def2-TZVPD basis) of a molecular structure, C30H19F5IN4O3RuS.

Lowest unoccupied orbital energy (alpha / beta) (eV): -0.370 / -3.266
HOMO-LUMO gap (alpha / beta) (eV): 6.875 / 4.779
Largest force on an atom (hartree/bohr): 0.01774
2S+1: 6
Relative energy (zero: lowest compared OMol25 entry of this formula, charge and spin) (kJ/mol): 178.1
HOMO level (alpha / beta) (hartree): -0.2663 / -0.2957

Geometry (Å):
F 0.0837 -2.8052 -0.6120
C 4.3184 -2.6849 1.2106
C -4.0810 1.4616 -5.5950
C 3.0635 -3.1153 1.6130
H -3.1860 1.5254 -0.8264
H -1.5338 3.3576 -4.3538
S -2.6695 -0.7782 -2.4542
C -2.9421 3.5199 -0.0544
C 1.5453 -2.8665 -3.9013
H -0.8743 1.0187 4.7593
H 0.9693 -2.5748 1.6694
F 1.8489 -3.7525 -4.8582
C 0.6929 -2.3508 -1.7352
N 2.0922 -1.1247 0.7495
C -4.1551 4.1994 -0.1029
H -4.6778 -0.4783 -4.8458
O -3.7635 -0.8215 -1.5223
H -0.8652 6.1672 -0.4471
C -2.1624 1.4466 -3.6255
H -5.1409 6.0848 -0.3325
C -1.6682 1.3322 1.9222
C 1.9717 -2.2953 1.3730
H -3.0304 7.3623 -0.5346
N -1.4381 0.1093 -1.8194
H -3.2914 3.3805 -6.1316
C 0.9594 -1.0034 -1.8599
C -2.2296 2.5376 -4.4730
N -1.7259 1.4947 0.6547
C 1.5212 -0.6310 -3.0739
C -2.9697 2.0069 0.1236
F 2.3364 -1.1043 -5.2518
C 1.7194 1.1058 2.7296
H 2.7573 1.1477 2.4341
Ru 0.4577 0.6924 -0.4035
C 0.9875 -3.2866 -2.7100
C 3.2892 -0.7338 0.3859
C -4.0056 0.3636 -4.7436
C -4.1881 5.5734 -0.2825
H -2.5531 1.4431 2.5547
C -1.7602 4.2426 -0.1718
C 1.8018 -1.5226 -4.0953
C -3.0058 6.2882 -0.4025
O -0.3701 2.0700 -2.1290
I 3.3333 1.2109 -0.5396
C -0.4171 1.1185 2.5631
F 0.7423 -4.5900 -2.5192
N 0.7460 1.1341 1.8333
H 2.9310 -4.0743 2.0935
F 1.8447 0.6630 -3.3161
C 1.2137 1.0473 4.0734
C -3.2072 2.5353 -5.4608
H 1.8032 1.0100 4.9752
H -4.8334 1.4779 -6.3728
H 5.4068 -1.0680 0.2589
O -2.1931 -2.0170 -2.9935
C -3.0389 0.3862 -3.7623
C 4.4518 -1.4519 0.5865
H 5.1945 -3.2946 1.3892
H -0.8094 3.7332 -0.1480
H -5.0846 3.6495 -0.0044
C -1.7929 5.6188 -0.3457
C -0.1426 1.0485 3.9676
C -1.2402 1.2411 -2.4757
H -3.7969 1.7607 0.7994